A cluster of 14 separate species, C56H112O28S14 in total at a distorted geometry, computed with wB97M-V/def2-TZVPD.

```
210
Properties=species:S:1:pos:R:3
C -5.48870 2.99831 4.23024
C -6.62876 3.12676 3.21328
C -6.22740 2.25253 1.97007
S -4.54376 2.86797 1.71227
O -4.86374 4.16636 1.02994
O -3.59586 1.91817 1.12664
C -4.13828 3.21795 3.43783
H -5.61685 2.03579 4.72545
H -5.56603 3.84772 4.90893
H -6.66994 4.17560 2.91943
H -7.57021 2.77291 3.63349
H -6.88391 2.31001 1.10185
H -6.14356 1.23303 2.34649
H -3.77084 4.23523 3.57284
H -3.53105 2.33045 3.61592
C 4.69463 -0.58775 -3.31764
C 5.98303 -0.14451 -3.98028
C 6.39042 -1.24812 -4.94070
S 5.97877 -2.82185 -3.91510
O 7.18180 -3.42733 -3.28032
O 5.13286 -3.58865 -4.78021
C 4.96847 -1.94727 -2.62864
H 3.88685 -0.48240 -4.04186
H 4.44701 0.16788 -2.57211
H 6.78426 -0.12489 -3.24154
H 5.99940 0.83620 -4.45572
H 7.44180 -1.14244 -5.20818
H 5.84137 -1.23862 -5.88228
H 5.70170 -1.78741 -1.83812
H 4.14016 -2.54261 -2.24448
C -0.49349 1.85854 -6.60859
C -0.19731 2.25680 -5.17202
C 1.05354 1.53331 -4.76746
S 2.29812 1.84419 -6.19318
O 3.13895 0.61451 -6.33607
O 2.83378 3.15925 -5.91652
C 0.82552 1.83616 -7.40590
H -1.31348 2.44611 -7.02148
H -0.85514 0.83033 -6.61789
H -1.07650 1.88692 -4.64446
H -0.22689 3.34555 -5.21496
H 1.02037 0.44626 -4.84044
H 1.45849 1.88432 -3.81831
H 0.89504 0.92426 -7.99895
H 0.94028 2.55884 -8.21377
C 4.74266 4.95904 -3.07867
C 5.31257 3.87690 -2.19307
C 4.28644 3.25920 -1.15556
S 2.79033 4.39608 -1.21125
O 2.37277 4.84763 0.09455
O 1.74961 3.97865 -2.16241
C 3.82422 5.75454 -2.04239
H 4.04770 4.55677 -3.81577
H 5.58063 5.48613 -3.53482
H 6.25965 4.02126 -1.67317
H 5.69380 3.02998 -2.76360
H 4.79966 3.43261 -0.20971
H 3.96788 2.21922 -1.22668
H 4.40602 6.30203 -1.30087
H 3.15580 6.53392 -2.40830
C 2.62118 -6.88434 -1.43386
C 2.44877 -7.90642 -0.27016
C 2.25682 -7.05724 1.02835
S 3.05929 -5.40866 0.77343
O 4.27799 -5.40902 1.51759
O 2.15357 -4.25831 0.82880
C 3.59791 -5.82463 -1.00153
H 1.73106 -6.31295 -1.69714
H 2.96044 -7.35788 -2.35514
H 3.33403 -8.53532 -0.36454
H 1.67039 -8.62247 -0.53379
H 2.79022 -7.40067 1.91472
H 1.18671 -6.97766 1.21973
H 4.59766 -6.23499 -0.85944
H 3.70370 -4.91821 -1.59762
C -5.18974 1.95140 -2.62700
C -4.15972 1.26335 -3.57733
C -4.80734 -0.09237 -4.13800
S -6.63401 0.10083 -4.06316
O -7.17723 -0.91810 -3.15849
O -7.14319 0.15591 -5.41880
C -6.53557 1.84862 -3.30655
H -4.90305 3.00125 -2.56602
H -5.01806 1.49541 -1.65196
H -3.19155 1.04429 -3.12704
H -3.91681 1.95186 -4.38668
H -4.49644 -1.02009 -3.65761
H -4.52419 -0.34760 -5.15917
H -7.40862 1.84219 -2.65398
H -6.63878 2.45732 -4.20484
C -4.79839 -1.41099 7.07364
C -3.49017 -0.84110 7.64792
C -2.32443 -1.51280 6.85749
S -2.86341 -1.61444 5.05210
O -2.64307 -3.00527 4.65909
O -2.35572 -0.49411 4.27495
C -4.68894 -1.37574 5.45073
H -5.69009 -0.91132 7.45219
H -4.92739 -2.44219 7.40238
H -3.44471 -0.87873 8.73632
H -3.47466 0.23777 7.49330
H -2.31506 -2.51758 7.27988
H -1.41786 -0.91622 6.95907
H -5.38641 -2.07567 4.99060
H -5.02885 -0.40034 5.10265
C -1.75678 5.73805 0.22998
C -1.53643 4.42518 -0.48775
C -2.14520 4.63807 -1.83639
S -1.97485 6.48393 -2.17906
O -3.30164 7.04914 -2.34406
O -1.00824 6.88145 -3.15687
C -1.24725 6.90595 -0.50984
H -1.34556 5.58853 1.22830
H -2.81787 5.88265 0.43319
H -1.98203 3.68968 0.18200
H -0.49630 4.09950 -0.50073
H -3.22328 4.50674 -1.74377
H -1.79785 4.11089 -2.72495
H -1.45103 7.93770 -0.22340
H -0.18019 6.72416 -0.63811
C -0.30208 3.54675 3.36727
C -0.01440 3.55339 4.91760
C 0.38215 2.13938 5.35226
S 1.60441 1.66596 4.03149
O 1.61342 0.24816 3.81201
O 2.87672 2.32895 4.26560
C 0.67033 2.56459 2.69174
H -0.16864 4.46844 2.80089
H -1.36595 3.33723 3.25603
H -0.92323 3.82602 5.45408
H 0.69064 4.28485 5.31254
H -0.53201 1.54666 5.31933
H 0.67749 1.98997 6.39079
H -0.02995 1.84310 2.27083
H 1.37030 3.00430 1.98125
C 1.28958 -3.86923 -3.36513
C -0.04543 -4.38499 -2.76089
C -1.24434 -3.89032 -3.62961
S -0.76736 -2.26129 -4.47185
O -1.49228 -1.22040 -3.85306
O -0.75873 -2.35407 -5.92873
C 0.97250 -2.47224 -3.93788
H 1.51749 -4.38029 -4.30053
H 2.18141 -3.76554 -2.74708
H -0.22959 -4.06678 -1.73477
H -0.02639 -5.47335 -2.70412
H -2.18385 -3.86683 -3.07746
H -1.33584 -4.66461 -4.39132
H 1.04549 -1.86518 -3.03552
H 1.58198 -1.98821 -4.70100
C -5.96593 -1.44851 0.69163
C -6.80874 -2.54282 -0.06030
C -5.98016 -3.82737 -0.10291
S -4.26680 -3.19900 -0.46661
O -4.25836 -2.89935 -1.89073
O -3.23429 -4.04132 0.11572
C -4.46852 -1.59422 0.36375
H -6.11948 -1.72857 1.73379
H -6.40993 -0.47341 0.49127
H -7.00895 -2.26707 -1.09566
H -7.71503 -2.81576 0.48029
H -6.21737 -4.58876 -0.84596
H -5.89775 -4.27463 0.88768
H -3.99340 -0.81815 -0.23630
H -3.97860 -1.71527 1.32989
C 0.30346 -4.02588 3.98404
C 0.01466 -5.06299 5.12523
C 0.61986 -4.62951 6.44228
S 2.11256 -3.72822 5.94085
O 3.09925 -4.72200 5.55163
O 2.34413 -2.68342 6.95618
C 1.40814 -3.02337 4.44396
H -0.59509 -3.54221 3.60094
H 0.63601 -4.67235 3.17189
H 0.35819 -6.06509 4.86856
H -1.07086 -5.06556 5.22393
H 0.75134 -5.46715 7.12723
H -0.08913 -3.87718 6.78789
H 2.27435 -2.78841 3.82544
H 0.97251 -2.05377 4.68521
C -0.87197 -0.60562 0.86335
C -1.19767 0.08065 -0.51071
C -0.05236 1.13740 -0.66875
S 1.46648 0.15671 -0.25618
O 2.31625 0.95752 0.60764
O 1.91565 -0.54769 -1.48743
C 0.57167 -1.06605 0.76141
H -1.50647 -1.47116 1.05398
H -0.90975 0.01309 1.75994
H -2.15215 0.60702 -0.50921
H -1.31296 -0.78219 -1.16669
H -0.10379 1.87498 0.13214
H 0.01681 1.66765 -1.61857
H 1.04285 -1.09289 1.74394
H 0.62755 -2.01206 0.22285
C 6.19308 1.32839 2.23357
C 7.68511 1.03048 2.47478
C 8.43100 1.04326 1.14494
S 7.22342 0.58803 -0.13330
O 7.50585 -0.74540 -0.62435
O 7.01452 1.70504 -1.06720
C 5.84525 0.52105 0.99806
H 6.02378 2.39284 2.07108
H 5.56458 0.94625 3.03797
H 7.74923 -0.01493 2.77662
H 8.17226 1.68635 3.19632
H 9.30625 0.40083 1.04844
H 8.79549 2.05115 0.94643
H 5.71620 -0.52916 1.25980
H 4.89809 0.87831 0.59388
```

E_HOMO (spin up / spin down), eV: -11.23 / -11.23
ΔE to the lowest compared entry with this formula, charge and spin, kcal per mole: 3.00
Maximum force, hartree/bohr: 0.105
Multiplicity: 2
DFT total energy, a.u.: -9881.62319
Frontier orbital gap (spin up / spin down), eV: 8.29 / 2.35
M, g/mol: 1682.42
Net charge: +1

Mulliken atomic charge list, values in e, 6 entries: atom 1 (C): -0.55, atom 2 (C): -1.00, atom 3 (C): -0.62, atom 4 (S): 0.99, atom 5 (O): -0.82, atom 6 (O): -0.01